Record 1
Entry from the OMol25 dataset: the molecule C3H4IN3S (ωB97M-V/def2-TZVPD).

For the energy above the lowest of the compared OMol25 structures with the same formula, charge and spin, the calculation gives 133.2 kJ/mol. For the gap between HOMO and LUMO, the calculation gives 8.2 eV. For the largest force on an atom, the calculation gives 4.90 eV/A. Its HOMO energy is -8.38 eV.

Structure (ORCA input):
```
! wB97M-V def2-TZVPD RIJCOSX def2/J DEFGRID3
* xyz 0 1
C 0.14 -0.38 -0.12
C 2.26 -0.11 0.13
C -2.08 0.48 0.02
N 0.07 -1.62 -0.11
N 2.62 -1.31 0.08
N -0.59 0.73 -0.20
S 1.56 -2.56 0.03
I 3.34 1.72 -0.03
H -2.38 -0.28 -0.63
H -2.12 0.20 1.02
H -2.54 1.41 -0.12
H -0.28 1.71 -0.07
*
```

Löwdin population analysis, charges in e, atoms 1 to 8: C -0.3644; C -0.7662; C -0.0252; N -0.2456; N -0.4775; N -0.0193; S 0.8637; I 0.7057

---

Record 2
Entry from the OMol25 dataset: a structure of composition C15H26BeN6O7 (ωB97M-V/def2-TZVPD).

For the energy above the lowest of the compared OMol25 structures with the same formula, charge and spin, the calculation gives 0.0 kJ/mol. For the gap between HOMO and LUMO (alpha / beta), the calculation gives 6.2 / 6.2 eV. For the largest force on an atom, the calculation gives 3.36 eV/A. Its HOMO energy (alpha / beta) is -6.21 / -6.22 eV.

Structure (ORCA input):
```
! wB97M-V def2-TZVPD RIJCOSX def2/J DEFGRID3
* xyz 0 1
O -2.41 -0.82 -4.54
H -2.07 -1.31 -5.30
Be -0.21 0.25 -1.27
N 1.34 -0.74 -1.33
N -0.94 -1.38 -0.91
N 0.44 1.80 -0.90
N -1.76 1.11 -0.31
O 2.57 -0.32 -1.26
O 1.75 2.06 -1.20
O -2.87 0.54 0.21
O -2.16 -1.68 -0.61
C -0.17 -2.43 -1.26
C 1.16 -2.06 -1.53
C -0.21 2.76 -0.25
C -1.49 2.31 0.20
C 2.19 -3.08 -1.91
H 2.08 -3.41 -2.96
H 2.06 -3.99 -1.30
H 3.22 -2.72 -1.78
C -0.71 -3.79 -1.21
H -1.74 -3.79 -1.57
H -0.72 -4.12 -0.17
H -0.12 -4.48 -1.79
C 0.35 4.08 0.13
C -2.27 3.03 1.25
H 1.10 4.42 -0.59
H 0.80 3.99 1.13
H -0.47 4.81 0.20
H -3.10 2.40 1.59
H -2.65 3.98 0.84
H -1.62 3.27 2.11
H 2.21 1.11 -1.20
H -2.71 -0.46 -0.10
C -3.81 -0.67 -4.63
H -4.26 -1.56 -5.06
H -4.08 0.21 -5.23
H -4.20 -0.54 -3.62
O -0.56 0.32 -2.86
H -1.28 -0.20 -3.36
H -0.22 1.07 -3.38
N 3.26 0.70 5.72
C 2.45 -0.34 5.36
O 2.25 -1.31 6.08
C 1.86 -0.23 3.98
C 2.40 0.62 3.01
C 1.78 0.71 1.76
N 0.70 -0.01 1.43
C 0.20 -0.85 2.33
C 0.76 -1.02 3.61
H 3.58 0.71 6.68
H 3.20 1.60 5.26
H 3.29 1.23 3.18
H 2.17 1.38 1.00
H -0.67 -1.43 2.03
H 0.31 -1.73 4.30
*
```

Löwdin population analysis, charges in e, atoms 1 to 8: O -0.1325; H 0.1126; Be 0.0704; N -0.0989; N -0.1011; N -0.0248; N 0.0336; O -0.1606

---

Record 3
Entry from the OMol25 dataset: the ion C2HN2O2S with charge -1 (ωB97M-V/def2-TZVPD).

For the energy above the lowest of the compared OMol25 structures with the same formula, charge and spin, the calculation gives 38.5 kJ/mol. For the gap between HOMO and LUMO, the calculation gives 7.1 eV. For the largest force on an atom, the calculation gives 4.08 eV/A. Its HOMO energy is -3.43 eV.

Structure (ORCA input):
```
! wB97M-V def2-TZVPD RIJCOSX def2/J DEFGRID3
* xyz -1 1
N -1.42 -0.83 -2.11
C -0.65 -0.69 -1.29
C -0.06 -0.58 0.02
S 0.87 -2.08 0.36
O -1.20 -0.44 0.88
N -2.37 -0.22 0.11
O -3.38 -0.36 0.77
H 0.59 0.30 0.13
*
```

From a Löwdin analysis of the wavefunction, the atomic charges in e read: N 0.1342; C -0.3699; C -0.8985; S 0.2615; O -0.1445; N -0.0618; O 0.0045; H 0.0745

---

Record 4
Entry from the OMol25 dataset: a cluster of 2 separate species, C7H16NO in total (ωB97M-V/def2-TZVPD).

For the energy above the lowest of the compared OMol25 structures with the same formula, charge and spin, the calculation gives 0.0 kJ/mol. For the gap between HOMO and LUMO (alpha / beta), the calculation gives 8.6 / 7.1 eV. For the largest force on an atom, the calculation gives 11.00 eV/A. Its HOMO energy (alpha / beta) is -11.32 / -14.90 eV.

Structure (ORCA input):
```
! wB97M-V def2-TZVPD RIJCOSX def2/J DEFGRID3
* xyz 1 3
C 0.55 -0.22 0.78
C 0.57 -0.09 -0.72
C 1.06 -1.56 1.38
C 0.63 0.99 1.69
C 1.22 -1.27 -1.47
C 0.69 1.30 -1.28
C -3.39 0.81 -0.23
N -0.65 -0.30 0.01
O -2.45 1.37 0.17
H 0.65 -2.41 0.92
H 0.84 -1.53 2.40
H 2.06 -1.79 1.13
H 0.14 0.89 2.66
H 0.32 1.83 1.14
H 1.63 1.08 1.93
H 2.33 -0.96 -1.66
H 0.77 -1.28 -2.41
H 1.27 -2.21 -0.97
H 0.93 1.24 -2.29
H 1.42 1.83 -0.73
H -0.26 1.83 -1.37
H -3.48 -0.35 -0.35
H -4.24 1.33 -0.76
H -1.21 -1.15 0.10
H -1.39 0.62 -0.07
*
```

Löwdin population analysis, charges in e, atoms 1 to 8: C -0.3809; C -0.3887; C 0.0284; C 0.0213; C 0.0262; C 0.0240; C -0.1795; N 0.1486

---

Record 5
Entry from the OMol25 dataset: a cluster of 2 separate species, C4H12O3 in total (ωB97M-V/def2-TZVPD).

For the energy above the lowest of the compared OMol25 structures with the same formula, charge and spin, the calculation gives 118.5 kJ/mol. For the gap between HOMO and LUMO, the calculation gives 10.8 eV. For the largest force on an atom, the calculation gives 1.47 eV/A. Its HOMO energy is -10.02 eV.

Structure (ORCA input):
```
! wB97M-V def2-TZVPD RIJCOSX def2/J DEFGRID3
* xyz 0 1
C 0.65 0.66 -2.16
C 0.17 -0.33 -1.04
O 0.57 0.08 0.31
C -0.39 -0.27 1.25
O -1.65 0.44 1.13
C -1.52 1.86 1.19
H 0.28 1.69 -2.06
H 0.32 0.26 -3.14
H 1.75 0.68 -2.14
H -0.94 -0.40 -1.12
H 0.57 -1.35 -1.19
H 0.00 -0.17 2.27
H -0.59 -1.35 1.07
H -0.91 2.19 2.05
H -2.54 2.26 1.31
H -1.08 2.28 0.27
O 1.39 -2.98 0.63
H 2.08 -2.88 -0.07
H 1.84 -2.67 1.45
*
```

Löwdin population analysis, charges in e, atoms 1 to 8: C -0.0666; C -0.2270; O -0.1385; C -0.2699; O -0.1770; C -0.1076; H 0.0680; H 0.0727

---

Record 6
Entry from the OMol25 dataset: a structure of composition C21H16FN5O4RuS (ωB97M-V/def2-TZVPD).

For the gap between HOMO and LUMO (alpha / beta), the calculation gives 5.8 / 6.0 eV. For the largest force on an atom, the calculation gives 0.62 eV/A. Its HOMO energy (alpha / beta) is -3.12 / -4.95 eV.

Structure (ORCA input):
```
! wB97M-V def2-TZVPD RIJCOSX def2/J DEFGRID3
* xyz -1 6
Ru 0.03 -0.56 -0.15
C 1.24 -1.68 3.76
C 1.02 -0.83 2.55
N -0.16 -0.83 1.89
N -1.17 -1.56 2.49
C -2.29 -1.54 1.84
N -3.33 -2.28 2.38
S -2.59 -0.69 0.37
C 2.01 0.04 2.04
C 3.24 0.34 2.67
C 4.11 1.21 2.06
C 3.77 1.79 0.82
C 2.56 1.44 0.26
N 1.70 0.62 0.85
H 0.67 -2.60 3.67
H 0.89 -1.18 4.68
H 2.30 -1.92 3.88
H -3.21 -2.45 3.37
H -4.24 -1.98 2.11
H 3.49 -0.10 3.63
H 5.05 1.46 2.53
H 4.43 2.47 0.31
H 2.24 1.83 -0.70
O 2.54 -2.53 -3.12
C 1.87 -1.75 -2.45
O 2.08 -1.31 -1.27
C 0.62 -1.15 -3.10
C 0.25 -1.29 -4.42
C -0.80 -0.51 -4.90
C -1.41 0.43 -4.08
C -0.98 0.51 -2.76
N -0.05 -0.32 -2.31
C -1.37 1.58 -1.75
O -2.08 2.50 -2.11
O -0.76 1.44 -0.63
H 0.80 -1.98 -5.04
H -1.12 -0.61 -5.93
H -2.17 1.12 -4.42
F -0.17 -6.75 -0.45
C -0.16 -5.39 -0.40
C 0.88 -4.76 0.25
C 0.88 -3.37 0.29
C -0.15 -2.63 -0.29
C -1.17 -3.31 -0.94
C -1.18 -4.70 -1.01
H 1.67 -5.34 0.70
H 1.72 -2.87 0.77
H -1.99 -2.75 -1.39
H -1.97 -5.23 -1.52
*
```

Löwdin population analysis, charges in e, atoms 1 to 8: Ru 1.5181; C -0.0515; C -0.2997; N -0.1810; N -0.0191; C -0.8928; N 0.0357; S 0.6409